47
Properties=species:S:1:pos:R:3 method="wB97M-V/def2-TZVPD" homo_energy_ev=-6.05 largest_force_ha_per_bohr=0.04546 gap_ev=8.17 total_charge=-1 relative_energy_kcal_mol=83.7
O 1.53 -0.03 -1.60
H 1.22 0.86 -1.81
H -1.24 4.34 -0.79
O -1.32 -2.92 -2.56
H -1.65 -2.33 -1.88
H 1.05 -0.73 -2.04
O 5.24 -0.74 3.00
H 5.19 -1.70 3.15
H 4.91 -0.84 2.09
O -0.72 -2.96 -0.05
H -0.41 -2.04 -0.22
H -0.68 -3.38 0.81
O 0.35 2.06 3.46
H 0.41 1.39 4.16
H -2.79 -2.13 0.71
O 2.80 1.36 2.60
H 2.78 1.85 3.43
H 1.94 0.91 2.52
O -2.60 -2.35 3.49
H -2.40 -1.52 3.96
H -3.16 -1.80 2.87
O 1.14 2.58 -1.74
H 2.05 2.79 -1.55
H 0.53 3.07 -1.19
O -2.53 1.90 1.77
H -2.18 2.75 1.46
O 3.18 -0.43 -5.13
H 3.28 -1.07 -4.42
H 2.99 0.43 -4.76
O -2.09 4.44 -0.35
H -2.57 3.65 -0.63
H -0.25 1.54 2.90
O -2.99 -1.25 1.02
H -0.49 -0.93 -3.77
H -2.10 -0.75 0.99
O -2.86 -0.07 -1.89
H -2.17 0.11 -1.21
H -2.91 -0.95 -2.25
O 1.18 -0.67 2.06
H 0.27 -0.95 1.86
H 1.72 -0.85 1.28
O -0.81 -0.32 0.12
H -0.74 0.56 -0.27
H -2.06 1.38 1.08
O 0.42 -0.76 -4.07
H -0.80 -3.56 -2.07
H 0.32 0.05 -4.58

---

86
Properties=species:S:1:pos:R:3 method="wB97M-V/def2-TZVPD" homo_energy_ev=-14.10 largest_force_ha_per_bohr=0.03473 gap_ev=7.32 total_charge=+2
C -3.26 2.84 0.17
C -2.23 2.78 -0.79
C -2.56 2.93 -2.15
C -3.87 3.24 -2.52
C -4.86 3.37 -1.55
C -4.57 3.13 -0.21
P -0.51 2.36 -0.30
C 0.57 3.01 -1.62
C 1.17 2.14 -2.56
C 1.92 2.68 -3.61
C 2.09 4.06 -3.72
C 1.51 4.92 -2.77
C 0.77 4.39 -1.71
In 0.14 -0.06 -0.09
P -2.21 -0.97 -0.03
C -3.16 -0.59 -1.55
C -4.53 -0.27 -1.50
C -5.24 -0.07 -2.69
C -4.58 -0.14 -3.93
C -3.21 -0.37 -3.97
C -2.49 -0.59 -2.79
C -1.86 -2.76 -0.01
C -0.97 -3.25 0.97
C -0.54 -4.58 0.92
C -1.04 -5.44 -0.06
C -1.93 -4.95 -1.02
C -2.33 -3.62 -1.01
C -3.18 -0.64 1.47
C -2.70 0.22 2.49
C -3.45 0.39 3.66
C -4.64 -0.31 3.85
C -5.10 -1.18 2.86
C -4.38 -1.35 1.67
C -0.17 3.25 1.25
C -0.84 4.46 1.55
C -0.53 5.16 2.72
C 0.42 4.65 3.62
C 1.06 3.44 3.34
C 0.77 2.74 2.17
H -0.57 -2.57 1.74
H 0.20 -4.94 1.64
H -0.72 -6.48 -0.09
H -2.28 -5.61 -1.82
H -2.98 -3.22 -1.80
H -5.04 -0.18 -0.54
H -6.30 0.16 -2.65
H -5.14 0.03 -4.85
H -2.68 -0.37 -4.93
H -1.41 -0.75 -2.82
H -1.75 0.74 2.36
H -3.09 1.07 4.44
H -5.21 -0.20 4.77
H -6.02 -1.75 3.00
H -4.74 -2.03 0.89
H -1.60 4.84 0.87
H -1.04 6.09 2.94
H 0.66 5.20 4.53
H 1.78 3.03 4.05
H 1.26 1.78 1.96
H 1.04 1.06 -2.47
H 2.38 2.01 -4.34
H 2.67 4.48 -4.54
H 1.63 5.99 -2.85
H 0.33 5.06 -0.96
H -1.79 2.82 -2.91
H -4.11 3.35 -3.58
H -5.88 3.61 -1.84
H -5.36 3.15 0.54
H -3.03 2.65 1.23
H -7.92 3.72 -1.08
H -7.88 3.78 -0.33
C 4.55 -3.15 -0.57
C 4.34 -2.14 0.57
C 4.37 -2.87 1.92
C 5.43 -1.07 0.53
C 3.04 -1.50 0.40
C 1.96 -0.95 0.24
H 5.51 -3.67 -0.52
H 4.51 -2.62 -1.53
H 3.75 -3.90 -0.55
H 5.32 -3.38 2.13
H 4.20 -2.14 2.73
H 3.57 -3.62 1.95
H 5.39 -0.54 -0.44
H 5.26 -0.34 1.33
H 6.45 -1.47 0.65

---

19
Properties=species:S:1:pos:R:3 method="wB97M-V/def2-TZVPD" homo_energy_ev=-8.29 largest_force_ha_per_bohr=0.12016 gap_ev=9.14 smiles=CN[C@@H](CN)CO relative_energy_kcal_mol=82.8
C 1.27 1.33 1.66
N 1.27 0.71 0.34
C 0.01 -0.17 0.12
C -1.04 0.67 -0.60
N -2.41 0.01 -0.30
C 0.64 -1.21 -0.90
O -0.36 -2.15 -0.94
H 0.41 1.16 2.12
H 1.66 2.31 1.47
H 2.12 0.78 2.25
H 1.37 1.39 -0.44
H -0.47 -0.85 0.97
H -0.96 0.58 -1.76
H -1.06 1.68 -0.30
H -2.30 -0.23 0.71
H -2.43 -0.86 -0.84
H 1.65 -1.37 -0.58
H 0.65 -0.77 -1.86
H -0.02 -3.01 -1.10